This record from the OMol25 dataset describes C43H37CsN8O2 as an isolated structure in a non-equilibrium geometry. The level of theory is ωB97M-V with the def2-TZVPD basis set.

Properties
E_tot: -2269.434368 hartree
maximum force: 0.0332 Eh/bohr
HOMO level: -0.19955 Ha
frontier orbital gap: 5.07 eV

```
91
Properties=species:S:1:pos:R:3:mulliken_charge:R:1
Cs -0.13659 -0.33768 0.36587 1.11
C -1.03719 4.03142 4.11537 -0.46
O -0.47179 2.92502 4.80597 -0.43
C -0.07159 2.04382 3.85897 -0.07
N -0.25269 2.35912 2.64867 -0.09
C -0.87769 3.66182 2.60907 0.00
C -0.06339 4.70122 1.87927 0.15
C -0.59349 5.97752 1.72327 -0.33
C 0.15791 6.97352 1.12887 -0.69
C 1.44051 6.70212 0.68337 -0.51
C 1.96701 5.43062 0.82957 -0.71
C 1.21951 4.43202 1.42977 -0.12
C 0.51301 0.79212 4.35577 0.38
C 1.28151 0.79662 5.52137 -0.74
C 1.75511 -0.42368 5.99317 -0.59
C 1.40081 -1.58188 5.33447 -0.67
C 0.61641 -1.47918 4.17827 0.48
N 0.20841 -0.30618 3.68517 -0.09
C 0.10581 -2.66948 3.52517 0.09
N -0.66719 -2.66968 2.51497 0.06
C -1.15189 -4.02298 2.32157 0.42
C -0.27059 -4.85258 3.28607 -0.83
O 0.38481 -3.87608 4.09117 -0.50
C -2.63359 -3.94218 2.64057 0.13
C -3.49999 -3.48618 1.65167 -0.42
C -4.82969 -3.22968 1.93937 -0.69
C -5.32069 -3.42988 3.21897 -0.45
C -4.47479 -3.91808 4.19727 -0.85
C -3.14079 -4.16148 3.91527 -0.29
H -0.47929 4.93502 4.37837 0.34
H -2.07629 4.14472 4.43287 0.31
H -1.85119 3.55842 2.11797 0.51
H -1.59609 6.18812 2.06977 0.40
H -0.25429 7.96572 1.02127 0.41
H 2.03021 7.48392 0.22937 0.41
H 2.96971 5.21642 0.49037 0.44
H 1.62341 3.43592 1.55007 0.40
H 1.49641 1.71942 6.03787 0.48
H 2.37751 -0.46618 6.87397 0.44
H 1.69331 -2.55798 5.68897 0.51
H -1.00459 -4.32798 1.28107 0.51
H 0.49411 -5.42638 2.75227 0.31
H -0.83649 -5.52638 3.93107 0.39
H -3.12519 -3.32128 0.64927 0.54
H -5.48749 -2.86598 1.16377 0.40
H -6.34919 -3.19918 3.45737 0.39
H -4.84829 -4.09778 5.19467 0.38
H -2.50589 -4.51258 4.71547 0.29
C -1.78199 -3.39928 -6.72623 -1.54
C -1.21829 -2.60968 -5.58063 0.43
C -0.96119 -1.24518 -5.71133 -1.06
C -0.39769 -0.54278 -4.68073 -0.23
C -0.02849 -1.13448 -3.45073 0.18
N 0.53121 -0.35078 -2.50413 0.10
C 1.54001 0.44542 -2.92063 0.11
C 2.56941 -0.12978 -3.70173 -0.19
C 3.63011 0.58642 -4.18613 -1.04
C 3.75061 1.94862 -3.91353 0.35
C 4.87761 2.74942 -4.49753 -1.54
C 2.77861 2.53482 -3.11943 -0.31
C 1.68141 1.82722 -2.63413 0.15
N 0.64921 2.54572 -2.00583 0.53
C 0.34171 3.84172 -2.23753 -0.28
C -0.81439 4.11982 -1.54443 -0.95
C -1.13589 2.91422 -0.91973 -0.72
N -0.24599 1.97952 -1.20693 -0.30
C -0.29689 -2.52078 -3.32673 0.04
C -0.90169 -3.21258 -4.37523 -0.47
N 0.20481 -3.25088 -2.23533 0.43
C 0.53241 -4.56268 -2.25463 -0.09
C 1.15011 -4.85358 -1.05983 -1.06
C 1.15921 -3.63598 -0.37653 -0.76
N 0.58061 -2.68548 -1.09393 -0.28
H -1.72509 -2.82368 -7.64763 0.35
H -2.82719 -3.65248 -6.55103 0.31
H -1.23449 -4.33048 -6.87023 0.34
H -1.19449 -0.73638 -6.63463 0.33
H -0.20429 0.51512 -4.78343 0.45
H 2.48291 -1.18608 -3.91503 0.44
H 4.37211 0.08982 -4.79403 0.33
H 5.37951 2.17962 -5.27673 0.35
H 5.61481 3.00372 -3.73613 0.31
H 4.51221 3.67972 -4.93183 0.34
H 2.86421 3.58972 -2.89223 0.44
H 0.91551 4.47252 -2.88373 0.50
H -1.33559 5.05482 -1.49883 0.46
H -1.97829 2.68792 -0.29293 0.51
H -1.11219 -4.26828 -4.26523 0.42
H 0.34951 -5.20078 -3.09313 0.40
H 1.53181 -5.80668 -0.74683 0.44
H 1.56661 -3.41308 0.59257 0.58
```